C4H11NO2 | the ωB97M-V functional and the def2-TZVPD basis

ORCA input file:
```
! RIJCOSX wB97M-V def2-TZVPD def2/J DEFGRID3
* xyz 0 1
C -0.686 -1.896 -0.449
C 0.446 -1.121 0.209
N 0.373 0.269 0.095
C 1.198 1.034 1.012
C 0.395 0.760 -1.271
O 1.267 -1.656 0.915
H -0.598 -2.068 -1.523
H -0.730 -2.856 0.050
H -1.623 -1.392 -0.221
H 2.272 0.936 0.774
H 1.091 0.605 2.002
H 0.913 2.086 0.954
H -0.125 1.704 -1.424
H 1.442 0.924 -1.581
H 0.061 0.030 -1.997
H -2.709 1.873 -0.879
H -1.677 1.767 0.254
O -2.574 2.052 0.054
*
```

Calculated values
HOMO-LUMO gap: 10.225 eV
energy relative to the best compared isomer or geometry (same formula, charge and spin): 0.871 eV
largest force on an atom: 1.1 eV/Å
energy: -364.23618 Ha
LUMO level: 0.0243 Ha
highest occupied orbital energy: -9.6 eV

***

C4H11NO2 | the ωB97M-V functional and the def2-TZVPD basis

ORCA input file:
```
! RIJCOSX wB97M-V def2-TZVPD def2/J DEFGRID3
* xyz 0 1
C -0.565 -0.036 -0.266
C -1.466 1.068 -0.776
C 0.740 -0.583 -1.526
H -0.479 -0.768 -1.374
H -1.032 -0.916 0.177
H -1.997 1.447 0.098
H -2.196 0.737 -1.518
H -0.880 1.891 -1.194
H 1.052 0.404 -1.847
H 1.384 -1.058 -0.788
H 0.655 -1.232 -2.408
N 1.268 -0.711 1.367
C 0.485 0.492 0.987
O 0.422 -1.550 2.157
O -0.423 0.893 1.799
H -0.153 -0.897 2.616
H 2.002 -0.384 1.997
H 1.183 1.202 0.498
*
```

Calculated values
HOMO-LUMO gap: 8.791 eV
energy relative to the best compared isomer or geometry (same formula, charge and spin): 6.720 eV
largest force on an atom: 1.9 eV/Å
energy: -364.02122 Ha
LUMO level: 0.0188 Ha
highest occupied orbital energy: -8.3 eV